{"formula": "C3H5BrClF", "method": "ωB97M-V/def2-TZVPD", "species": ["C", "C", "C", "F", "Cl", "Br", "H", "H", "H", "H", "H"], "coordinates": [[0.08439, -1.24830, 0.46521], [0.30496, 1.01112, -0.75903], [-0.46386, 0.07163, 0.16483], [-0.55360, 1.16304, 1.64432], [2.08119, 0.95255, -0.35506], [-2.34613, -0.05993, -0.29381], [-0.54621, -1.61095, 1.32940], [0.05466, -1.96336, -0.37225], [1.22352, -1.17669, 0.76983], [-0.17319, 1.94855, -0.71038], [0.33429, 0.91235, -1.88306]], "atomic_forces_ev_per_a": [[1.9, -0.8, 2.7], [0.8, -0.8, -0.9], [-0.7, 2.6, 0.4], [0.4, -2.9, -3.3], [-0.9, 0.6, 0.0], [0.8, 0.4, 0.2], [1.0, -0.1, -0.9], [-0.4, 0.6, 0.1], [-2.5, -0.1, -0.4], [0.1, 1.6, 0.9], [-0.6, -1.2, 1.2]], "relative_energy_kj_mol": 155.2, "total_energy_ev": -88472.643, "fmax_ev_per_a": 4.35, "gap_ev": 10.99, "homo_energy_ev": -11.07}